[1]
ORCA calculation (ωB97M-V/def2-TZVPD) on a molecular structure, C28H32AsNO2S3Sr.

The geometry in ORCA input format:
```
! RIJCOSX wB97M-V def2-TZVPD def2/J DEFGRID3
* xyz 2 1
C -1.1402 -5.6761 -1.4580
H 1.5408 -2.0843 1.5433
C 6.3532 1.8389 0.8008
C 3.7896 -1.9076 -1.6115
C 6.5530 1.7008 -0.5685
H 7.5595 1.6768 -0.9659
H -1.2136 -6.3439 -2.3065
C 5.0669 1.8858 1.3091
C -0.9462 -3.9660 0.7442
C 2.1790 -2.0380 0.6692
H -0.8755 -3.2831 1.5816
H -1.5634 -5.6544 1.9115
As -2.8145 5.0224 0.3306
N -4.2155 -1.5748 0.5765
H -1.7318 -7.1673 -0.0359
C -0.6530 -3.5273 -0.5376
H 7.2005 1.9195 1.4682
H 5.6245 1.5130 -2.4974
C -3.7203 -1.5816 -1.7061
H -3.8836 -3.4783 -2.6673
S -3.6297 0.8470 -0.3562
H -1.9740 7.1138 1.3962
H -3.8796 5.5398 -1.8766
C -4.4673 -2.9067 0.5765
C 5.4646 1.6049 -1.4310
C 3.9703 1.7782 0.4519
C -3.9669 -2.9356 -1.7337
H -4.7694 -3.3403 1.5189
H 2.8029 1.3871 3.0534
C 3.5586 -2.0616 0.7892
O 1.6457 1.5344 0.2155
H 5.4379 -2.0206 -0.2478
C 2.5965 1.7956 0.9633
C 2.3358 2.1293 2.4029
C 4.1808 1.6366 -0.9216
C -2.5986 6.9201 0.5285
H -4.5480 -4.6821 -0.5781
H -4.7273 4.8646 1.9392
C -4.3444 -3.6214 -0.5709
H -4.3278 -1.0482 1.4342
C -0.7505 -4.3580 -1.6462
C -1.4323 -6.1364 -0.1784
C -3.7518 4.3829 1.8909
H -2.1163 7.3113 -0.3626
H 2.7692 3.0988 2.6503
H -3.4624 -1.0396 -2.6040
S -0.1397 -1.8495 -0.7974
H 4.0142 -2.1388 1.7682
H 4.4173 -1.8590 -2.4915
C -3.9826 4.7167 -1.1746
H -0.5233 -3.9846 -2.6386
H -3.8720 3.3040 1.8102
O -0.6465 -1.0687 0.4143
S -0.9086 4.1330 0.0877
C -3.8383 -0.8537 -0.5104
H 1.2684 2.1553 2.5920
H -3.6991 3.7842 -1.6536
H -3.5764 7.3800 0.6586
Sr -0.7034 1.2411 -0.1974
C -1.3385 -5.2855 0.9190
H -5.0118 4.6555 -0.8273
C 1.6219 -1.9407 -0.6004
H -3.1731 4.6277 2.7766
C 4.3603 -1.9989 -0.3492
H 1.9475 -1.7842 -2.7219
H 4.9245 2.0035 2.3756
H 3.3261 1.5630 -1.5802
C 2.4077 -1.8689 -1.7434
*
```

Summary:
HOMO energy ... -13.63 eV
Calculated total energy ... -4752.08962 a.u.
Energy relative to the best compared isomer or geometry (same formula, charge and spin) ... 0.0 kJ/mol

***

[2]
ORCA calculation (ωB97M-V/def2-TZVPD) on a molecular structure, C28H32BInN8O5S.

The geometry in ORCA input format:
```
! RIJCOSX wB97M-V def2-TZVPD def2/J DEFGRID3
* xyz 0 1
H -3.4137 -0.9838 3.9648
H -1.8277 1.5549 -0.7376
H 4.7279 1.7695 -0.8076
C -2.3629 -2.5274 -0.2242
C -1.2222 2.2810 -0.2158
H -0.1138 4.9650 1.2531
H 2.3774 -5.7798 -0.1995
C 1.2907 -4.1508 -1.0954
H 3.0058 -0.0693 4.9578
N -2.7778 -1.6743 0.8737
In 1.2146 0.1353 -0.1689
H -1.0376 -4.9039 -3.4198
H 1.7833 3.9242 2.4464
C -0.8233 2.7375 -3.3393
C 0.4801 -4.9455 -1.9340
O -0.5646 -0.5939 -4.4172
C -0.4005 -4.3207 -2.7671
H -0.9777 4.8526 -3.6137
C -3.5296 -0.2529 3.1540
C -0.3129 3.9990 -3.5881
H 3.8135 -4.2832 1.1852
H -4.0260 -2.7921 2.1474
H 1.9629 -1.4210 2.8131
H 2.0551 0.9506 -3.5376
O 2.7793 1.3263 -0.9166
N 2.1199 1.7254 2.3843
O -2.0039 0.2077 -2.5935
H -1.8791 2.5859 -3.1607
H -1.2053 -2.4980 -3.5298
N -2.2645 -0.0507 2.4675
B 1.8968 3.0719 1.6006
C 2.6171 1.6543 3.6225
N 0.5232 3.0159 0.8445
H 1.4498 5.1617 -3.9664
N 1.9069 -1.9715 -0.2874
H 3.4209 -1.8132 1.0646
S -0.6684 0.0453 -3.1301
C 1.1649 -2.7469 -1.1251
C 2.8267 -2.5051 0.4850
C 3.9607 1.0503 -0.4761
H -3.8091 0.6946 3.6156
C -1.4856 3.6059 0.1095
N 1.8344 0.4816 1.9509
H 2.9668 3.2081 -3.9129
H -0.8730 0.4973 3.9679
C 2.1552 -0.3668 2.9281
H 2.8063 3.2924 0.8498
H -2.3717 4.1761 -0.1070
H -0.5915 1.1772 2.3605
O -0.7100 -0.7692 0.9509
H 2.8835 2.5571 4.1452
C 2.6661 0.3271 4.0176
C -4.5918 -0.7118 2.1807
C 0.2797 -2.0931 -2.0422
H -3.2260 -2.7282 -0.8580
C 1.9032 3.0785 -3.7647
C 2.2592 -4.7030 -0.2292
H -1.9473 -3.4784 0.1247
C 0.0441 1.6517 -3.2995
C -1.8651 -0.8272 1.4202
H -4.7941 0.0818 1.4585
C -1.3539 0.9020 3.0723
H 0.5770 -6.0230 -1.9086
C 3.0437 -3.8908 0.5368
H -1.9169 1.7943 3.3493
C 1.3973 1.8064 -3.5389
H -1.6256 -2.0077 -0.8198
C 1.0513 4.1710 -3.7890
O 4.2573 0.1142 0.2511
C -0.3498 4.0245 0.7844
H -4.7551 -2.2204 0.6508
H -5.5186 -0.9402 2.7070
N -0.0120 1.9382 0.2296
C -4.0806 -1.9380 1.4599
C -0.5024 -2.9182 -2.8292
N 0.2887 -0.6940 -2.0353
*
```

Summary:
HOMO energy ... -7.97 eV
Calculated total energy ... -2513.77254 a.u.